C13H33BrCl4INNaO8P3 as an isolated structure at a distorted geometry, computed with ωB97M-V with the def2-TZVPD basis set.

```
! wB97M-V def2-TZVPD RIJCOSX def2/J DEFGRID3
* xyz 0 1
C 1.52 -2.57 1.67
C 2.44 -2.76 0.38
O 3.64 -3.14 0.52
N 1.96 -2.58 -0.96
C 1.55 -1.14 -1.19
C 2.81 -0.24 -1.53
C 3.51 0.53 -0.35
C 2.64 0.94 0.91
P 2.02 2.76 0.96
Br 0.84 2.57 -0.99
P 2.86 3.13 3.01
O 2.24 1.83 4.01
I 5.31 3.09 2.92
H 0.44 -2.62 1.30
H 1.72 -1.57 2.19
H 1.64 -3.46 2.39
H 2.66 -2.84 -1.66
H 0.91 -1.18 -2.16
H 0.85 -0.75 -0.39
H 2.50 0.51 -2.33
H 3.59 -0.92 -2.03
H 4.41 -0.08 0.01
H 3.97 1.49 -0.78
H 3.34 0.85 1.82
H 1.75 0.29 1.15
H 3.24 3.22 0.32
H 1.61 4.16 1.01
H 0.80 2.34 1.66
H 2.95 1.57 4.63
C 6.51 -0.53 -4.08
Cl 7.07 -0.32 -5.75
Cl 5.07 -1.56 -4.07
Cl 7.79 -1.28 -3.12
Cl 6.10 1.06 -3.39
Na 1.47 -3.60 4.35
O -1.32 -1.13 2.85
H -0.66 -0.43 2.69
H -2.11 -0.82 2.39
C 1.31 -3.25 -6.03
C 0.86 -1.93 -5.47
O 1.12 -1.60 -4.33
C 0.06 -1.03 -6.38
H 1.87 -3.79 -5.26
H 0.45 -3.85 -6.32
H 1.96 -3.08 -6.89
H -0.86 -1.53 -6.68
H 0.66 -0.76 -7.25
H -0.20 -0.11 -5.84
C -6.25 2.27 0.49
O -5.81 1.20 1.33
P -5.44 1.63 2.96
O -4.19 0.77 2.97
O -6.74 0.75 3.47
C -8.04 1.20 3.12
O -5.17 2.22 4.55
C -5.24 1.29 5.62
H -5.59 2.32 -0.39
H -7.27 2.07 0.15
H -6.23 3.23 1.00
H -8.37 0.67 2.22
H -8.05 2.28 2.94
H -8.72 0.97 3.94
H -4.84 0.32 5.35
H -6.28 1.19 5.95
H -4.65 1.70 6.45
*
```

Properties
HOMO-LUMO gap, eV: 3.19
HOMO energy, eV: -5.952


A 5-piece molecular cluster, C13H33F3N3O4S4 overall at a distorted geometry, computed with ωB97M-V with the def2-TZVPD basis set.

```
! wB97M-V def2-TZVPD RIJCOSX def2/J DEFGRID3
* xyz 1 1
C 3.21 2.14 0.54
C 3.04 3.34 1.44
C 1.95 4.55 1.20
N 0.57 3.94 1.30
C -0.29 4.20 0.09
N 0.20 4.41 -1.34
N -1.68 4.22 0.25
C -2.41 4.00 1.56
F -2.35 5.22 2.44
F -2.03 2.75 2.27
F -3.88 3.84 1.24
H 3.87 2.13 -0.44
H 2.65 1.13 0.83
H 3.72 3.37 2.42
H 2.14 5.21 0.26
H 2.08 5.28 2.14
H 0.64 2.90 1.44
H 0.95 3.73 -1.59
H 0.57 5.40 -1.41
H -2.30 4.38 -0.61
C -3.55 4.19 5.50
S -2.19 5.08 6.28
O -1.28 4.05 6.90
C -3.18 5.80 7.61
H -3.16 3.63 4.65
H -4.01 3.50 6.21
H -4.30 4.91 5.14
H -3.65 5.01 8.20
H -3.93 6.46 7.19
H -2.51 6.37 8.27
C 1.41 -2.12 -0.13
S 2.56 -1.31 -1.26
O 2.03 0.06 -1.55
C 2.17 -2.35 -2.69
H 1.45 -1.61 0.83
H 0.39 -2.06 -0.52
H 1.70 -3.16 0.01
H 1.11 -2.28 -2.93
H 2.44 -3.39 -2.47
H 2.76 -2.00 -3.55
C -2.45 -4.94 -3.27
S -2.19 -3.15 -3.22
O -0.84 -2.88 -3.82
C -2.01 -3.04 -1.42
H -2.55 -5.25 -4.31
H -1.61 -5.46 -2.82
H -3.37 -5.19 -2.73
H -1.19 -3.68 -1.08
H -2.95 -3.35 -0.94
H -1.80 -2.01 -1.15
C 1.59 -5.68 -4.68
S 1.86 -6.68 -3.20
O 2.47 -5.78 -2.16
C 3.19 -7.69 -3.90
H 0.81 -4.94 -4.47
H 2.51 -5.17 -4.97
H 1.25 -6.33 -5.50
H 4.01 -7.05 -4.23
H 2.80 -8.27 -4.74
H 3.55 -8.37 -3.12
*
```

Properties
HOMO-LUMO gap, eV: 5.48
HOMO energy, eV: -10.705


C13H33IrNO2Si3 as an isolated structure, computed with ωB97M-V with the def2-TZVPD basis set.

```
! wB97M-V def2-TZVPD RIJCOSX def2/J DEFGRID3
* xyz 1 5
Ir -0.34 0.08 0.22
N -2.01 -2.21 3.61
C -1.47 -1.72 2.50
O -1.22 -0.50 2.39
C -1.12 -2.67 1.38
C -1.13 -1.94 0.04
H -2.20 -1.60 4.38
H -2.20 -3.19 3.72
H -1.82 -3.51 1.38
H -0.13 -3.07 1.60
H -2.16 -1.74 -0.26
H -0.64 -2.54 -0.72
C 0.78 -0.23 -3.29
O 0.75 0.38 -2.00
Si 1.83 1.55 -1.45
C 3.57 0.87 -1.64
C 1.68 3.08 -2.52
C 1.13 1.68 0.31
Si -0.30 2.93 0.54
C 0.26 4.70 0.22
C -1.10 2.88 2.25
C -1.68 2.44 -0.70
Si 2.36 1.31 1.71
C 1.58 1.33 3.42
C 3.70 2.64 1.68
C 3.04 -0.44 1.44
H 0.61 0.51 -4.07
H -0.01 -0.98 -3.34
H 1.74 -0.72 -3.46
H 3.87 0.94 -2.69
H 3.63 -0.18 -1.35
H 4.30 1.43 -1.06
H 2.04 2.86 -3.53
H 2.29 3.90 -2.13
H 0.65 3.44 -2.61
H 1.09 4.96 0.88
H -0.57 5.38 0.44
H 0.58 4.87 -0.80
H -0.48 3.38 2.99
H -1.30 1.86 2.60
H -2.06 3.41 2.21
H -1.39 2.58 -1.73
H -2.57 3.05 -0.50
H -2.02 1.39 -0.60
H 1.34 2.35 3.74
H 2.29 0.92 4.14
H 0.67 0.73 3.47
H 3.27 3.62 1.88
H 4.23 2.69 0.73
H 4.44 2.43 2.46
H 2.31 -1.07 0.92
H 3.27 -0.91 2.39
H 3.96 -0.45 0.84
*
```

Properties
HOMO-LUMO gap (alpha / beta), eV: 9.51 / 7.44
HOMO energy (alpha / beta), eV: -11.596 / -12.625


C13H33N5OPS2SiTl as an isolated structure at a distorted geometry, computed with ωB97M-V with the def2-TZVPD basis set.

```
! wB97M-V def2-TZVPD RIJCOSX def2/J DEFGRID3
* xyz 2 1
Tl 0.17 -0.06 -0.26
C -5.06 -3.15 0.14
C -3.76 -3.93 0.39
C -2.67 -3.40 -0.46
N -1.75 -2.58 -0.10
N -0.91 -2.22 -1.11
C -1.18 -2.79 -2.27
N -0.46 -2.62 -3.38
S -2.56 -3.84 -2.17
H -5.85 -3.56 0.78
H -5.38 -3.25 -0.89
H -4.94 -2.10 0.38
H -3.93 -4.98 0.16
H -3.46 -3.84 1.44
H 0.25 -1.92 -3.40
H -0.74 -3.06 -4.24
C -2.66 3.86 -1.71
Si -0.79 3.36 -1.46
C -0.63 4.44 0.16
C 0.49 4.09 -2.64
O -0.80 1.78 -1.35
H -2.73 4.94 -1.81
H -3.24 3.51 -0.86
H -2.99 3.37 -2.63
H -0.68 5.49 -0.09
H 0.34 4.20 0.60
H -1.43 4.18 0.85
H 0.41 5.17 -2.71
H 0.37 3.68 -3.65
H 1.50 3.85 -2.32
C 1.98 -3.44 3.16
N 1.40 -2.18 2.71
C 1.80 -0.98 3.14
S 1.04 0.44 2.53
N 2.79 -0.89 4.01
C 3.28 0.35 4.61
H 1.50 -4.25 2.62
H 1.82 -3.60 4.23
H 3.05 -3.46 2.95
H 0.59 -2.22 2.12
H 3.19 -1.74 4.38
H 3.05 1.18 3.95
H 4.35 0.28 4.75
H 2.81 0.52 5.58
C 3.78 1.65 -1.03
P 2.89 0.13 -1.54
C 4.05 -1.19 -1.04
C 3.04 0.15 -3.36
H 4.83 1.59 -1.35
H 3.75 1.77 0.05
H 3.32 2.52 -1.49
H 4.99 -1.08 -1.58
H 3.62 -2.17 -1.26
H 4.25 -1.13 0.03
H 4.08 0.32 -3.64
H 2.42 0.94 -3.78
H 2.72 -0.81 -3.77
*
```

Properties
Relative energy (zero: lowest compared OMol25 entry of this formula, charge and spin), eV: 0.245
HOMO-LUMO gap (alpha / beta), eV: 4.16 / 4.16
HOMO energy (alpha / beta), eV: -13.356 / -13.362


C13H34B2InN3O5P as an isolated structure at a distorted geometry, computed with ωB97M-V with the def2-TZVPD basis set.

```
! wB97M-V def2-TZVPD RIJCOSX def2/J DEFGRID3
* xyz -1 1
C -4.43 -0.87 -0.93
C -3.98 -1.92 -0.27
C -2.52 -2.30 -0.07
In -1.14 -0.95 -1.22
B -1.75 -1.05 -3.42
N -2.89 -1.88 -3.87
O -1.07 -0.38 -4.44
B 1.08 -1.55 -1.12
O 1.60 -2.82 -1.34
O 2.06 -0.56 -0.86
C 2.06 0.47 -1.85
C 3.32 0.33 -2.75
P -1.29 1.35 -0.15
C 0.03 1.34 1.20
C -0.92 2.72 -1.37
H -5.32 -0.99 -1.54
H -3.94 0.10 -0.94
H -4.75 -2.57 0.15
H -2.32 -2.12 0.99
H -2.37 -3.37 -0.24
H -3.71 -1.29 -4.04
H -3.15 -2.52 -3.13
H -1.69 -0.35 -5.19
H 2.55 -2.71 -1.50
H 2.14 1.44 -1.38
H 1.17 0.45 -2.49
H 3.84 -0.58 -2.47
H 3.98 1.19 -2.62
H 3.06 0.24 -3.80
H -0.45 1.51 2.16
H 0.85 2.04 1.01
H 0.48 0.35 1.26
H -0.99 3.66 -0.82
H -1.75 2.74 -2.08
H 0.02 2.64 -1.91
C 3.62 3.18 0.43
O 2.51 2.88 0.05
N 4.41 4.09 -0.16
C 5.73 4.41 0.35
C 3.92 4.78 -1.34
H 4.08 2.71 1.32
H 5.79 5.47 0.61
H 6.48 4.19 -0.42
H 5.95 3.81 1.23
H 3.00 5.32 -1.10
H 3.70 4.05 -2.12
H 4.67 5.48 -1.70
C -1.81 -2.33 4.08
O -2.19 -1.47 3.33
N -2.55 -3.40 4.46
C -2.04 -4.41 5.36
C -3.89 -3.53 3.93
H -0.79 -2.32 4.53
H -2.04 -5.39 4.87
H -2.67 -4.47 6.25
H -1.02 -4.17 5.66
H -3.86 -3.57 2.84
H -4.49 -2.66 4.22
H -4.36 -4.43 4.32
*
```

Properties
HOMO-LUMO gap, eV: 5.01
HOMO energy, eV: -2.650


A 3-piece molecular cluster, C13H34BBrNO5 overall, computed with ωB97M-V with the def2-TZVPD basis set.

```
! wB97M-V def2-TZVPD RIJCOSX def2/J DEFGRID3
* xyz 1 1
C 4.60 2.51 0.11
C 3.19 2.69 0.61
O 2.22 2.33 -0.39
C 1.81 1.02 -0.41
N 0.32 1.09 -0.72
Br -0.12 -0.39 -1.89
C -0.46 0.87 0.54
O -1.78 1.13 0.29
C -2.51 1.80 1.31
B -0.02 2.46 -1.46
O 0.18 2.43 -2.79
C -0.43 3.73 -0.67
C -1.00 4.84 -1.57
H 4.93 1.48 0.21
H 4.61 2.75 -0.96
H 5.29 3.18 0.62
H 2.99 3.74 0.83
H 3.00 2.10 1.51
H 2.29 0.45 -1.20
H 1.94 0.50 0.55
H -0.30 -0.17 0.82
H 0.00 1.49 1.32
H -3.23 2.46 0.83
H -3.05 1.08 1.92
H -1.86 2.41 1.94
H -0.61 2.61 -3.30
H -1.14 3.53 0.13
H 0.47 4.11 -0.18
H -0.36 5.02 -2.43
H -2.01 4.61 -1.89
H -1.05 5.77 -1.00
C 0.39 -2.65 3.59
C 1.65 -2.07 2.97
C 2.87 -2.29 3.84
O 1.47 -0.67 2.69
H 0.19 -2.16 4.55
H -0.47 -2.49 2.94
H 0.49 -3.72 3.77
H 1.82 -2.53 1.99
H 2.74 -1.79 4.81
H 3.76 -1.87 3.37
H 3.04 -3.35 4.02
H 1.33 -0.23 3.54
C -3.55 -3.89 -1.67
C -3.57 -4.00 -3.19
C -2.29 -4.62 -3.72
O -3.78 -2.71 -3.77
H -2.74 -3.24 -1.35
H -4.48 -3.45 -1.31
H -3.43 -4.86 -1.20
H -4.42 -4.60 -3.50
H -1.43 -4.00 -3.45
H -2.32 -4.69 -4.81
H -2.13 -5.62 -3.31
H -3.04 -2.16 -3.52
*
```

Properties
HOMO-LUMO gap, eV: 8.00
HOMO energy, eV: -12.211


C13H34N6OP2Ru as an isolated structure at a distorted geometry, computed with ωB97M-V with the def2-TZVPD basis set.

```
! wB97M-V def2-TZVPD RIJCOSX def2/J DEFGRID3
* xyz 3 2
Ru 0.15 0.07 0.41
C 2.21 -0.93 -4.90
N 1.15 -0.59 -3.96
C -0.19 -0.42 -4.52
C 1.36 -0.41 -2.65
N 0.45 -0.04 -1.79
N 2.64 -0.66 -2.20
C 3.16 -0.34 -0.97
N 4.49 -0.39 -0.89
N 2.40 -0.03 0.04
H 1.90 -0.62 -5.90
H 2.39 -2.01 -4.93
H 3.14 -0.41 -4.69
H -0.27 -1.01 -5.43
H -0.37 0.63 -4.78
H -0.96 -0.77 -3.84
H -0.43 0.20 -2.22
H 3.29 -1.03 -2.87
H 5.09 -0.62 -1.67
H 4.97 -0.16 -0.04
H 2.94 0.20 0.87
C 0.03 2.15 3.56
P 0.77 0.69 2.77
C 2.46 0.65 3.44
C -0.06 -0.72 3.62
C 0.17 -2.06 2.94
P -0.53 -2.12 1.23
C 0.18 -3.61 0.49
C -2.28 -2.52 1.49
H 0.06 2.02 4.64
H -1.00 2.29 3.23
H 0.61 3.04 3.30
H 2.40 0.81 4.52
H 3.07 1.44 3.01
H 2.94 -0.32 3.26
H -1.13 -0.49 3.68
H 0.33 -0.77 4.65
H -0.30 -2.86 3.51
H 1.24 -2.30 2.86
H 0.04 -4.45 1.18
H 1.25 -3.49 0.30
H -0.32 -3.84 -0.44
H -2.33 -3.50 1.97
H -2.80 -2.57 0.54
H -2.77 -1.78 2.12
C -3.99 3.58 -1.43
N -3.31 2.73 -0.46
C -3.92 2.58 0.85
C -2.20 2.11 -0.75
O -1.59 1.36 0.06
H -4.16 4.57 -1.00
H -4.96 3.16 -1.68
H -3.40 3.69 -2.34
H -4.92 3.00 0.84
H -3.33 3.10 1.61
H -3.98 1.53 1.12
H -1.81 2.28 -1.76
*
```

Properties
Relative energy (zero: lowest compared OMol25 entry of this formula, charge and spin), eV: 1.852
HOMO-LUMO gap (alpha / beta), eV: 7.33 / 7.09
HOMO energy (alpha / beta), eV: -17.991 / -17.927


C13H35AlOP as an isolated structure at a distorted geometry, computed with ωB97M-V with the def2-TZVPD basis set.

```
! wB97M-V def2-TZVPD RIJCOSX def2/J DEFGRID3
* xyz -1 1
C -1.10 1.36 2.45
P -2.47 0.15 3.12
O -2.29 -1.44 2.42
Al -4.47 1.16 2.33
H -0.03 0.90 2.47
H -1.44 1.61 1.33
H -1.23 2.35 3.05
H -2.42 -1.33 1.42
H -4.12 2.50 1.53
H -5.17 0.13 1.35
H -5.35 1.61 3.57
C -0.69 -1.74 -0.88
C -0.90 -2.64 -2.08
C -2.04 -3.65 -1.89
C -1.83 -4.66 -0.76
C -0.56 -5.51 -0.86
C -0.53 -6.39 -2.10
H -0.39 -2.31 0.01
H 0.11 -1.02 -1.09
H -1.60 -1.18 -0.64
H 0.03 -3.15 -2.33
H -1.14 -2.01 -2.95
H -2.20 -4.19 -2.83
H -2.97 -3.10 -1.70
H -2.70 -5.33 -0.72
H -1.82 -4.13 0.20
H -0.50 -6.15 0.02
H 0.33 -4.87 -0.84
H -1.39 -7.07 -2.12
H 0.38 -7.00 -2.11
H -0.54 -5.80 -3.02
C 2.82 5.84 1.22
C 3.61 4.58 0.93
C 3.42 4.06 -0.49
C 1.99 3.65 -0.86
C 1.38 2.57 0.04
C 2.13 1.24 -0.01
H 1.74 5.67 1.14
H 3.02 6.19 2.24
H 3.10 6.65 0.54
H 3.35 3.80 1.66
H 4.68 4.79 1.09
H 4.10 3.21 -0.65
H 3.74 4.84 -1.20
H 1.99 3.29 -1.89
H 1.34 4.53 -0.84
H 0.35 2.39 -0.29
H 1.32 2.91 1.08
H 2.16 0.86 -1.04
H 1.63 0.50 0.61
H 3.16 1.35 0.35
*
```

Properties
HOMO-LUMO gap, eV: 6.12
HOMO energy, eV: -3.369


In the order shown, the computed calculated total energy values come out to -7070.39630, -2872.04270, -1692.96429, -2463.33788, -1637.43555, -3545.29526, -1696.23947, -1175.34429 Eh.